(1)
{"formula": "C24H28N4O5", "method": "ωB97M-V with the def2-TZVPD basis set", "energy_ev": -41543.5492, "multiplicity": 1, "smiles": "COCCCNC(=O)CCn1c(=O)c2ccccc2n(CC(=O)Nc2ccccc2C)c1=O", "charge": 0, "elements": ["C", "O", "C", "C", "C", "N", "C", "O", "C", "C", "N", "C", "O", "C", "C", "C", "C", "C", "C", "N", "C", "C", "O", "N", "C", "C", "C", "C", "C", "C", "C", "C", "O", "H", "H", "H", "H", "H", "H", "H", "H", "H", "H", "H", "H", "H", "H", "H", "H", "H", "H", "H", "H", "H", "H", "H", "H", "H", "H", "H", "H"], "xyz": [[-4.33, -4.14, -0.65], [-3.43, -3.08, -0.50], [-4.03, -1.81, -0.69], [-2.98, -0.71, -0.55], [-2.39, -0.64, 0.86], [-1.53, -1.77, 1.11], [-0.19, -1.66, 1.24], [0.39, -0.59, 1.36], [0.55, -2.98, 1.20], [1.17, -3.15, -0.19], [2.04, -2.02, -0.47], [3.29, -2.03, 0.14], [3.70, -3.03, 0.69], [4.01, -0.76, 0.08], [5.21, -0.63, 0.78], [5.87, 0.58, 0.80], [5.31, 1.68, 0.14], [4.12, 1.56, -0.55], [3.46, 0.33, -0.60], [2.29, 0.15, -1.32], [1.80, 1.18, -2.21], [1.00, 2.25, -1.46], [1.43, 3.38, -1.29], [-0.18, 1.79, -1.03], [-1.13, 2.54, -0.29], [-2.38, 2.76, -0.84], [-3.34, 3.47, -0.15], [-3.04, 3.97, 1.11], [-1.79, 3.76, 1.66], [-0.81, 3.03, 0.98], [0.52, 2.77, 1.60], [1.50, -0.96, -1.15], [0.38, -1.01, -1.65], [-4.77, -4.16, -1.65], [-3.77, -5.06, -0.49], [-5.15, -4.08, 0.09], [-4.83, -1.67, 0.06], [-4.48, -1.77, -1.69], [-2.17, -0.91, -1.26], [-3.44, 0.24, -0.80], [-1.79, 0.27, 0.98], [-3.20, -0.62, 1.60], [-1.93, -2.66, 0.85], [-0.12, -3.82, 1.41], [1.35, -2.97, 1.94], [0.40, -3.18, -0.96], [1.78, -4.05, -0.22], [5.60, -1.49, 1.29], [6.80, 0.69, 1.33], [5.80, 2.63, 0.18], [3.70, 2.43, -1.01], [2.65, 1.64, -2.72], [1.16, 0.70, -2.95], [-0.43, 0.84, -1.27], [-2.59, 2.37, -1.83], [-4.31, 3.64, -0.58], [-3.78, 4.54, 1.66], [-1.56, 4.15, 2.64], [0.53, 3.09, 2.64], [1.30, 3.30, 1.06], [0.74, 1.70, 1.56]]}


(2)
{"formula": "C24H29BN4O7", "method": "ωB97M-V with the def2-TZVPD basis set", "energy_ev": -46324.0591, "multiplicity": 1, "smiles": "CCNN(Cc1ccc(C)cc1)C(=O)OB(C)O.O=[N+]([O-])c1ccccc1.O=[N+]([O-])c1ccccc1", "charge": 0, "elements": ["C", "C", "N", "N", "C", "C", "C", "C", "C", "C", "C", "C", "C", "O", "O", "B", "C", "O", "H", "H", "H", "H", "H", "H", "H", "H", "H", "H", "H", "H", "H", "H", "H", "H", "H", "H", "H", "O", "N", "O", "C", "C", "C", "C", "C", "C", "H", "H", "H", "H", "H", "O", "N", "O", "C", "C", "C", "C", "C", "C", "H", "H", "H", "H", "H"], "xyz": [[0.59, -0.88, 2.78], [-0.40, 0.31, 2.72], [-0.56, 0.82, 1.37], [0.68, 1.10, 0.74], [1.32, 2.33, 1.23], [2.84, 2.15, 1.34], [3.47, 1.01, 0.92], [4.83, 0.84, 1.03], [5.61, 1.83, 1.59], [7.09, 1.59, 1.73], [4.98, 2.99, 1.99], [3.63, 3.15, 1.87], [0.63, 1.04, -0.66], [1.25, 1.78, -1.39], [-0.14, 0.02, -1.17], [0.52, -1.20, -1.15], [-0.18, -2.55, -0.67], [1.84, -1.28, -1.58], [0.17, -1.64, 3.45], [1.54, -0.58, 3.21], [0.75, -1.30, 1.78], [-0.07, 1.07, 3.45], [-1.39, -0.04, 3.07], [-1.20, 1.61, 1.31], [0.99, 2.59, 2.24], [1.10, 3.19, 0.57], [2.92, 0.18, 0.49], [5.27, -0.09, 0.68], [7.22, 0.79, 2.48], [7.51, 1.18, 0.80], [7.65, 2.45, 2.10], [5.61, 3.77, 2.41], [3.20, 4.09, 2.21], [-0.97, -2.76, -1.40], [0.53, -3.38, -0.66], [-0.62, -2.47, 0.32], [2.31, -1.75, -0.88], [-2.93, 2.46, -7.81], [-1.98, 1.76, -7.52], [-1.56, 0.85, -8.20], [-1.29, 2.04, -6.26], [-1.76, 3.06, -5.44], [-1.12, 3.31, -4.24], [-0.02, 2.54, -3.86], [0.45, 1.54, -4.70], [-0.19, 1.28, -5.90], [-2.62, 3.65, -5.73], [-1.48, 4.09, -3.59], [0.48, 2.73, -2.92], [1.31, 0.95, -4.41], [0.17, 0.50, -6.55], [-2.81, -1.47, 2.90], [-3.32, -2.13, 2.01], [-3.10, -1.98, 0.83], [-4.28, -3.17, 2.40], [-4.59, -3.34, 3.74], [-5.51, -4.31, 4.10], [-6.12, -5.09, 3.13], [-5.79, -4.91, 1.79], [-4.87, -3.95, 1.42], [-4.12, -2.73, 4.50], [-5.77, -4.45, 5.15], [-6.84, -5.84, 3.41], [-6.26, -5.53, 1.03], [-4.62, -3.81, 0.38]]}